Record 1
The following is a DFT calculation (ωB97M-V/def2-TZVPD) of a structure of composition C6H8BrI at a distorted geometry.

```
16
Properties=species:S:1:pos:R:3
C 0.346 0.375 -0.795
C 0.958 0.913 -1.682
C -1.445 1.533 1.340
C -0.107 -0.433 0.327
C -1.476 0.084 0.871
C 3.159 -1.994 -2.174
Br 1.485 -2.779 -2.516
I 3.551 -1.924 -0.133
H -0.402 2.028 1.160
H -1.632 1.618 2.360
H -2.163 2.097 0.845
H -0.346 -1.439 0.134
H 0.533 -0.500 1.287
H -2.065 -0.027 -0.096
H -1.725 -0.685 1.704
H 1.331 1.132 -2.632
```

Summary:
- Charge: 0
- Highest occupied orbital energy: -9.1 eV
- Relative energy (zero: lowest compared OMol25 entry of this formula, charge and spin): 433.26 kJ/mol
- Maximum force: 3.5 eV Å⁻¹
- LUMO: -1.39 eV
- Kohn-Sham gap: 7.710 eV

Calculated atomic charges, method Mulliken, unit e: -0.3962, -0.1917, -1.1207, -0.4188, -0.3901, -0.1316, -0.0125, 0.1188, 0.2633, 0.3711, 0.2897, 0.3028, 0.2668, 0.2620, 0.3354, 0.4518

Record 2
The following is a DFT calculation (ωB97M-V/def2-TZVPD) of a cluster of 7 separate species, C38H80B2NO16 in total at a distorted geometry.

```
137
Properties=species:S:1:pos:R:3
C -0.028 4.807 4.115
C 1.203 4.036 3.673
C 1.930 3.350 4.794
C 3.037 2.466 4.209
C 3.262 1.176 4.974
C 3.392 -0.022 4.052
C 2.133 -0.824 3.877
C 1.117 -0.189 2.878
C 0.186 0.692 3.709
O 1.787 0.532 1.941
B 2.038 -0.198 0.658
C 1.838 0.954 -0.489
C 0.472 0.958 -1.150
C 3.446 -1.056 0.568
C 3.402 -2.102 -0.515
O 2.676 -1.679 -1.652
O 0.992 -1.271 0.755
C 0.497 -1.359 2.060
B -1.041 -1.407 1.745
N -1.859 -0.187 1.578
O -1.670 -2.654 1.652
H -0.693 4.237 4.717
H -0.556 5.087 3.230
H 0.267 5.719 4.582
H 1.871 4.753 3.243
H 0.944 3.371 2.883
H 1.277 2.816 5.444
H 2.409 4.098 5.396
H 2.772 2.271 3.196
H 3.933 3.045 4.191
H 2.494 1.035 5.700
H 4.163 1.283 5.541
H 4.112 -0.674 4.509
H 3.825 0.283 3.132
H 2.431 -1.758 3.447
H 1.684 -1.084 4.813
H 0.188 1.670 3.286
H 0.623 0.793 4.674
H -0.788 0.289 3.867
H 2.601 0.803 -1.234
H 2.044 1.903 -0.031
H 0.328 0.002 -1.606
H -0.314 1.153 -0.457
H 0.468 1.675 -1.951
H 4.328 -0.438 0.472
H 3.526 -1.599 1.495
H 2.957 -3.000 -0.143
H 4.385 -2.369 -0.858
H 1.954 -2.241 -1.765
H 0.805 -2.362 2.325
H -2.452 -0.081 2.377
H -2.423 -0.314 0.757
H -2.278 -2.644 0.951
O 4.834 3.777 -1.814
C 5.273 3.106 -2.688
O 5.612 3.691 -3.848
C 6.319 3.011 -4.886
C 5.376 2.234 -5.779
C 5.377 1.606 -2.577
H 7.114 2.388 -4.473
H 6.806 3.794 -5.463
H 4.856 1.451 -5.227
H 5.916 1.771 -6.607
H 4.611 2.899 -6.178
H 4.415 1.159 -2.822
H 5.630 1.349 -1.554
H 6.152 1.176 -3.209
O -2.040 -3.497 -1.968
C -2.453 -4.559 -1.645
O -3.608 -4.992 -2.171
C -4.093 -6.323 -1.991
C -4.866 -6.466 -0.698
C -1.766 -5.394 -0.595
H -3.287 -7.042 -2.072
H -4.757 -6.506 -2.835
H -4.237 -6.271 0.170
H -5.280 -7.452 -0.601
H -5.680 -5.738 -0.669
H -2.078 -5.050 0.390
H -0.694 -5.257 -0.690
H -1.958 -6.462 -0.687
O -3.563 0.147 4.543
C -4.531 -0.507 4.729
O -4.529 -1.785 4.341
C -5.556 -2.710 4.672
C -6.710 -2.635 3.695
C -5.788 0.094 5.309
H -5.876 -2.581 5.707
H -5.091 -3.691 4.612
H -7.191 -1.658 3.712
H -7.459 -3.392 3.928
H -6.352 -2.795 2.679
H -6.349 0.575 4.510
H -5.500 0.842 6.041
H -6.426 -0.622 5.821
O 2.833 3.656 -6.792
C 2.246 4.608 -6.397
O 2.591 5.814 -6.858
C 1.854 6.996 -6.567
C 2.292 7.594 -5.249
C 1.200 4.491 -5.320
H 0.781 6.806 -6.607
H 2.075 7.690 -7.374
H 2.105 6.916 -4.417
H 1.766 8.528 -5.057
H 3.362 7.790 -5.257
H 1.694 4.470 -4.349
H 0.665 3.558 -5.463
H 0.458 5.287 -5.333
O -4.185 -9.175 -1.321
C -4.839 -10.126 -1.599
O -4.828 -11.181 -0.780
C -5.712 -12.291 -0.919
C -5.175 -13.311 -1.900
C -5.606 -10.198 -2.895
H -6.717 -11.956 -1.175
H -5.776 -12.736 0.070
H -5.079 -12.896 -2.903
H -5.832 -14.179 -1.948
H -4.182 -13.638 -1.597
H -4.931 -10.515 -3.687
H -5.981 -9.206 -3.125
H -6.467 -10.862 -2.864
O 3.689 8.781 -1.928
C 2.811 8.322 -1.273
O 1.682 9.024 -1.097
C 0.509 8.487 -0.492
C 0.560 8.595 1.014
C 2.982 7.000 -0.565
H 0.331 7.467 -0.831
H -0.314 9.089 -0.872
H 1.384 8.018 1.432
H -0.368 8.236 1.454
H 0.714 9.631 1.312
H 3.508 7.166 0.373
H 3.580 6.347 -1.194
H 2.049 6.476 -0.369
```

Summary:
- Charge: -1
- Highest occupied orbital energy: -3.7 eV
- Maximum force: 2.2 eV Å⁻¹
- LUMO: 1.49 eV
- Kohn-Sham gap: 5.210 eV

Results of the Mulliken charge analysis, in e, for atoms 1 through 99: -1.8451, 0.2373, -1.1223, -0.4990, -1.4225, -0.8910, -1.8920, 3.1633, -2.0111, -0.7179, 1.1199, 0.2629, -1.4517, -0.2981, -1.1735, -0.5374, -0.3502, -1.2454, 0.9851, -0.6386, -0.7300, 0.3714, 0.4091, 0.4560, 0.5408, -0.0164, 0.4287, 0.5407, 0.0684, 0.8638, 0.5794, 0.4313, 0.6014, 0.3016, 0.7397, 0.4082, -0.0620, 0.4667, 0.5614, -0.3696, 0.3783, 0.2382, 0.2418, 0.3210, 0.4022, 0.0175, 0.2235, 0.3296, 0.2670, 0.0059, -0.0157, 0.1797, 0.1411, -0.5389, 0.7193, -0.4231, -0.4745, -0.5641, -0.9211, 0.4124, 0.3417, 0.2183, 0.3669, 0.0643, 0.2000, 0.2562, 0.4292, -0.5284, 0.6511, -0.3758, -0.3548, -0.8830, -0.6849, 0.4168, 0.1920, 0.2045, 0.2808, 0.3622, 0.1373, 0.2966, 0.3074, -0.5304, 0.8766, -0.3759, -0.4416, -0.9871, -1.1768, 0.3568, 0.3518, 0.2795, 0.3720, 0.2932, 0.2592, 0.3343, 0.3490, -0.6323, 0.7513, -0.3473, -0.5777

Record 3
The following is a DFT calculation (ωB97M-V/def2-TZVPD) of a cluster of 2 separate species, C27H39ClN4O6P in total at a distorted geometry.

```
78
Properties=species:S:1:pos:R:3
N 4.059 0.913 7.251
C 3.654 0.717 6.120
O 3.440 0.182 4.825
C 2.262 -0.638 4.758
C 1.802 -1.035 3.450
C 2.504 -0.634 2.071
C 4.083 -0.939 1.990
C 4.817 0.524 1.911
N 4.678 1.102 0.524
C 4.462 2.601 0.591
C 2.907 2.961 0.305
C 2.282 2.380 -1.028
C 0.787 2.613 -1.402
C -0.064 3.483 -0.403
C 0.514 4.104 0.903
C 2.030 3.836 1.267
O 2.560 4.422 2.469
C 0.444 -1.921 3.371
O 0.260 -2.837 2.523
C -0.692 -1.488 4.451
C -2.221 -1.561 3.989
C -2.469 -0.255 3.052
O -3.289 0.642 3.371
Cl -1.561 -0.019 1.466
C -0.241 -1.062 5.757
P -1.470 -0.471 7.096
N -0.982 -0.885 8.575
C 1.368 -1.122 5.990
O 1.785 -1.574 7.083
H 2.260 0.471 1.807
H 1.996 -1.253 1.233
H 4.487 -1.463 2.944
H 4.414 -1.517 1.057
H 4.170 1.205 2.594
H 5.901 0.500 2.280
H 5.569 0.936 0.030
H 4.771 3.050 1.600
H 5.067 3.074 -0.278
H 2.984 1.771 -1.718
H 0.385 2.170 -2.376
H -1.177 3.651 -0.669
H -0.184 4.750 1.555
H 2.196 3.894 3.223
H -2.380 -2.494 3.339
H -2.982 -1.532 4.840
H -2.786 -1.008 6.891
H -1.507 0.975 7.027
H -0.848 0.034 9.056
C -3.382 -1.333 -2.360
C -3.137 -1.901 -3.748
N -3.321 -0.889 -4.892
C -4.767 -0.377 -4.842
C -3.206 -1.605 -6.246
C -1.848 -2.190 -6.593
C -2.419 0.362 -4.775
C -0.912 0.134 -4.621
O -0.613 -0.579 -3.432
C 0.621 -1.291 -3.503
H -4.425 -1.047 -2.213
H -3.155 -2.101 -1.617
H -2.754 -0.470 -2.135
H -3.846 -2.714 -3.936
H -2.139 -2.326 -3.824
H -5.438 -1.237 -4.859
H -4.933 0.256 -5.715
H -4.910 0.209 -3.935
H -3.499 -0.883 -7.016
H -3.949 -2.405 -6.233
H -1.195 -1.434 -7.028
H -1.973 -2.953 -7.364
H -1.345 -2.663 -5.748
H -2.784 0.919 -3.909
H -2.613 0.959 -5.671
H -0.429 1.117 -4.541
H -0.483 -0.347 -5.496
H 1.306 -0.874 -4.246
H 0.407 -2.337 -3.746
H 1.095 -1.256 -2.521
```

Summary:
- Charge: +1
- Highest occupied orbital energy: -10.2 eV
- Maximum force: 6.8 eV Å⁻¹
- LUMO: -3.36 eV
- Kohn-Sham gap: 6.808 eV

Calculated atomic charges, method Mulliken, unit e: -0.4622, 0.4518, -0.1547, 0.6354, 0.6253, -0.3439, -0.5800, -0.6456, -0.2011, -0.9179, 0.3963, -0.3381, -0.0832, -0.3653, -0.5111, 0.3028, -0.5119, -0.1564, -0.5660, 0.0411, -0.7248, 0.4513, -0.4692, -0.0596, 0.2788, 0.3353, -0.6806, -0.2818, -0.4290, 0.0477, 0.2721, 0.2473, 0.3835, 0.2087, 0.3713, 0.2781, 0.3293, 0.4014, 0.2592, 0.1509, 0.2648, 0.3364, 0.3378, 0.3087, 0.3130, 0.0812, 0.1323, 0.2410, -1.2964, -0.3318, -0.0115, -1.0592, -0.3243, -1.1528, -0.7969, -0.5247, -0.0819, -0.8333, 0.3517, 0.4360, 0.2507, 0.5530, 0.2588, 0.3838, 0.4266, 0.4515, 0.3694, 0.4674, 0.3668, 0.4281, 0.2212, 0.4314, 0.4171, 0.3632, 0.3766, 0.3733, 0.3064, 0.1790